Below is a 2-piece molecular cluster, CH4N2O2S overall, with properties calculated with ωB97M-V with the def2-TZVPD basis set.

XYZ file:
```
10
Properties=species:S:1:pos:R:3
C -1.25 -0.57 -0.02
N -0.93 0.81 0.08
N -0.99 -1.37 0.92
O 2.36 0.42 -1.71
O 1.65 0.33 0.52
S 2.43 -0.29 -0.49
H -1.84 -0.74 -0.88
H -0.76 1.25 -0.84
H -0.14 0.97 0.78
H -0.53 -0.81 1.64
```

Results
* net charge: 0
* HOMO level: -0.344 Eh
* LUMO energy: -1.4 eV
* gap between HOMO and LUMO: 7.92 eV

Atom charges from the Löwdin analysis, given in e for atoms 1 to 6:
1. C -0.383
2. N 0.019
3. N 0.060
4. O -0.409
5. O -0.455
6. S 0.889

Below is one molecule with the formula CH4N2O2S, with properties calculated with ωB97M-V with the def2-TZVPD basis set.

XYZ file:
```
10
Properties=species:S:1:pos:R:3
C 1.26 -0.42 -0.68
N -1.22 1.39 0.14
N 0.87 -0.40 0.60
O 0.99 0.48 -1.45
O 0.06 1.26 2.37
S 0.31 1.39 0.94
H 1.96 -1.39 -0.88
H -1.00 1.55 -0.79
H -1.79 0.58 0.42
H 0.72 -1.23 1.16
```

Results
* net charge: 0
* HOMO level: -0.364 Eh
* LUMO energy: 0.6 eV
* gap between HOMO and LUMO: 10.52 eV

Atom charges from the Löwdin analysis, given in e for atoms 1 to 6:
1. C -0.493
2. N -0.156
3. N -0.108
4. O -0.053
5. O -0.505
6. S 0.975

Below is one molecule with the formula CH4N2O3, with properties calculated with ωB97M-V with the def2-TZVPD basis set.

XYZ file:
```
10
Properties=species:S:1:pos:R:3
O -0.15 -1.38 -1.59
C -0.11 -0.60 -0.68
N 0.41 -1.05 0.62
O 0.91 -0.17 1.60
N -0.39 0.74 -0.83
O -0.83 1.63 0.23
H 1.10 -1.81 0.59
H 1.22 0.55 1.10
H -0.72 1.05 -1.75
H -1.43 1.04 0.73
```

Results
* net charge: 0
* structure (SMILES): O=C(NO)NO
* HOMO level: -0.365 Eh
* LUMO energy: 0.6 eV
* gap between HOMO and LUMO: 10.53 eV

Atom charges from the Löwdin analysis, given in e for atoms 1 to 6:
1. O 0.091
2. C -0.532
3. N 0.010
4. O -0.037
5. N 0.032
6. O -0.024

Below is a 2-piece molecular cluster, CH4N2O4 overall, with properties calculated with ωB97M-V with the def2-TZVPD basis set.

XYZ file:
```
11
Properties=species:S:1:pos:R:3
C -0.27 -0.05 -0.75
N 0.42 -0.76 1.37
N 2.39 -0.23 1.55
O 2.57 0.22 2.59
O 3.03 -0.63 0.65
O -0.02 -0.42 2.62
O -0.06 0.30 0.60
H -0.60 -1.03 -0.97
H 0.68 0.14 -1.43
H -1.20 0.61 -1.14
H -0.59 0.33 2.48
```

Results
* net charge: 0
* HOMO level (spin up / spin down): -0.328 / -0.328 Eh
* LUMO energy (spin up / spin down): 0.2 / -0.1 eV
* gap between HOMO and LUMO (spin up / spin down): 9.13 / 8.85 eV

Atom charges from the Löwdin analysis, given in e for atoms 1 to 6:
1. C -0.106
2. N -0.003
3. N -0.326
4. O 0.132
5. O 0.103
6. O -0.002

For reference, total energy by record: -698.64838; -698.63601; -375.61886; -450.69296 Ha.
For reference, max |F| by record: 2.96; 4.02; 3.08; 4.39 eV/Å.